# 1
Density functional theory data (ωB97M-V/def2-TZVPD) for 16 unconnected molecules or ions with the total composition H32O16 in a non-equilibrium geometry.

As for the spin multiplicity: 1. As for the energy above the lowest of the compared OMol25 structures with the same formula, charge and spin: 524.8 kJ/mol. The total energy is -33279.495 eV. The calculation puts the maximum force at 0.084 hartree/bohr. The HOMO energy comes out at -10.15 eV. The calculation puts the HOMO-LUMO gap at 8.8469 eV.

Geometry as XYZ:
```
48
Properties=species:S:1:pos:R:3:forces:R:3
O 1.1281 1.5976 2.5280 2.1 -1.2 0.1
H 0.2825 1.2081 2.5697 -2.0 -1.0 0.2
H 0.9920 2.5127 2.4940 0.0 2.0 -0.3
O -2.5463 1.4460 0.2091 0.2 0.4 1.8
H -2.6506 1.8205 -0.6459 -0.4 0.1 -1.4
H -1.8779 0.7636 0.1102 0.2 -0.2 -0.3
O -1.4925 1.0073 -4.1673 -0.6 0.5 0.3
H -1.5536 0.3180 -4.8050 -0.1 -0.8 -0.9
H -0.6996 0.8250 -3.6580 0.9 0.6 0.2
O -0.7855 3.5602 0.8786 0.3 0.4 -0.1
H -0.8615 3.4664 1.8277 -0.1 0.1 0.2
H -1.1812 2.7501 0.5350 -0.7 -0.3 0.1
O 3.2292 -0.2117 1.9415 0.3 -1.0 0.0
H 2.3770 0.1589 2.1730 -0.5 1.0 0.0
H 3.4186 -0.7009 2.7521 0.3 0.0 -0.1
O -2.7321 -0.1109 -2.0286 -2.3 0.6 0.7
H -2.1649 -0.7222 -1.6182 1.2 -1.3 0.6
H -2.3157 0.2215 -2.7995 0.7 0.7 -1.5
O -1.2963 -2.3906 -1.2274 -0.7 -0.8 0.6
H -1.3468 -2.5697 -0.2653 0.6 0.3 -1.5
H -0.3936 -2.2175 -1.5254 0.2 0.1 0.4
O -1.3270 0.3282 2.7435 1.4 0.9 1.7
H -1.5374 -0.3153 2.0993 -0.8 -0.5 -1.1
H -2.0912 0.8790 2.8889 -0.5 0.0 -0.3
O 0.9192 1.4808 -2.9851 -0.4 0.0 -1.2
H 0.9486 1.6170 -2.0491 0.3 0.9 1.3
H 1.3326 0.6357 -3.1115 0.4 -0.4 -0.2
O 0.6835 -2.0172 1.2638 -1.9 -1.8 0.0
H 1.2796 -2.5799 0.7737 0.9 -0.1 -0.2
H -0.1170 -2.6203 1.2581 1.2 1.1 0.4
O 1.2920 -1.3355 3.8936 -0.4 -0.2 1.0
H 0.4269 -1.5137 4.2875 0.3 0.4 0.4
H 1.1158 -1.6131 3.0072 0.2 -0.1 -1.1
O 1.4816 2.6151 -0.3833 -0.3 0.3 -0.4
H 1.4246 1.7056 -0.1079 0.4 -0.8 0.4
H 0.6316 2.9280 -0.0274 0.4 0.6 0.0
O 0.0437 0.1423 -0.1734 0.0 -0.1 -0.1
H 0.1951 -0.2531 -1.0340 -0.2 0.4 -0.7
H 0.2813 -0.6165 0.3703 0.1 0.2 0.6
O 0.9111 -1.2800 -2.5712 -2.2 -1.2 -1.3
H 1.7995 -1.2224 -2.2729 2.1 0.0 0.7
H 0.8346 -1.9390 -3.2948 0.3 0.7 0.6
O -2.6518 -1.2259 1.0905 2.6 -3.2 1.2
H -3.2542 -1.5236 0.4480 -1.9 0.3 -1.7
H -2.1418 -2.1236 1.1481 -1.4 2.5 0.7
O 3.0942 -0.7408 -1.0445 0.0 -0.1 -1.1
H 2.8725 -1.2213 -0.2506 0.4 0.2 0.8
H 4.0229 -0.9227 -1.2449 -0.2 0.1 0.3
```
Forces are in eV/Å.

***

# 2
Density functional theory data (ωB97M-V/def2-TZVPD) for 3 unconnected molecules or ions with the total composition C4H9NO2 in a non-equilibrium geometry.

As for the charge: -1. As for the spin multiplicity: 2. As for the energy above the lowest of the compared OMol25 structures with the same formula, charge and spin: 290.9 kJ/mol. The total energy is -9875.672 eV. The calculation puts the maximum force at 0.023 hartree/bohr. The HOMO energy (spin up / spin down) comes out at -2.88 / -2.88 eV. The calculation puts the HOMO-LUMO gap (spin up / spin down) at 6.0128 / 4.9421 eV.

Geometry as XYZ:
```
16
Properties=species:S:1:pos:R:3:forces:R:3
C -1.3212 -0.1300 -0.3137 -0.5 -0.3 -1.0
C 0.1487 -0.5085 -0.3439 -0.6 -0.6 0.1
C 0.8555 -0.6463 -1.5977 -0.5 -0.2 0.4
O 0.3805 -0.6513 -2.7239 0.2 0.2 -0.2
N 0.6775 1.9316 1.2286 0.2 0.2 0.4
C 0.4194 2.9723 1.8334 -0.3 0.8 -0.2
O 0.0428 -3.1683 -0.0295 -0.6 -0.1 0.2
H -1.5752 0.5938 0.4620 0.0 0.0 0.0
H -1.9418 -1.0266 -0.2070 0.1 0.0 0.5
H 0.7069 -0.0467 0.4578 0.3 -0.4 -0.2
H 0.1423 -1.7385 -0.1340 0.6 0.0 0.0
H 1.9071 -0.9689 -1.4221 0.1 0.2 -0.3
H -1.6984 0.2328 -1.2807 0.4 0.4 0.1
H 0.8126 3.9357 1.4749 0.2 -0.1 0.0
H -0.2867 3.0532 2.6674 0.0 -0.3 0.1
H 0.7301 -3.8342 -0.0716 0.3 0.1 0.0
```
Forces are in eV/Å.

***

# 3
Density functional theory data (ωB97M-V/def2-TZVPD) for C25H30N4O2S in the gas phase.

Its structure (SMILES) is COc1cccc(N2CCN(C(=O)c3ccc4nc(N5CCC(C)CC5)sc4c3)CC2)c1. As for the spin multiplicity: 1. As for the energy above the lowest of the compared OMol25 structures with the same formula, charge and spin: 79.4 kJ/mol. The total energy is -47303.698 eV. The calculation puts the maximum force at 0.019 hartree/bohr. The HOMO energy comes out at -7.65 eV. The calculation puts the HOMO-LUMO gap at 8.3886 eV.

Geometry as XYZ:
```
62
Properties=species:S:1:pos:R:3:forces:R:3
C -4.9837 0.5366 -1.0405 -0.1 0.3 -0.1
H -5.3844 0.2969 -2.0241 0.0 0.0 0.1
O -4.3618 -0.6461 -0.5873 0.3 -0.3 0.2
C -3.6347 -0.6008 0.5620 0.1 -0.2 0.1
C -3.5627 0.5099 1.3927 -0.2 0.1 -0.2
C -2.7497 0.5047 2.5260 0.0 -0.3 0.0
C -2.0377 -0.6566 2.8289 0.2 0.1 0.1
C -2.1264 -1.7660 2.0093 0.0 0.1 -0.1
C -2.9127 -1.7524 0.8763 -0.2 0.1 -0.2
H -2.9767 -2.6045 0.2195 0.0 -0.1 -0.1
H -1.5675 -2.6559 2.2593 0.0 -0.1 0.0
H -1.4255 -0.7040 3.7158 0.0 0.0 0.1
N -2.6674 1.6028 3.3970 -0.2 0.0 0.2
C -3.5102 2.7575 3.1733 -0.1 0.0 0.0
H -4.4944 2.4295 2.8439 0.0 0.0 0.0
C -2.8615 3.7425 2.1635 -0.2 0.2 -0.2
N -1.6700 3.1460 1.5975 -0.1 0.2 0.2
C -1.6746 2.7391 0.3038 0.2 0.1 -0.1
O -2.6314 2.9250 -0.4293 -0.2 -0.1 -0.2
C -0.4299 2.0748 -0.1854 0.1 -0.1 -0.3
C -0.5011 0.7518 -0.6019 0.0 0.1 0.1
C 0.6441 0.1601 -1.0891 0.3 0.2 0.0
C 1.8620 0.8676 -1.2007 -0.9 -0.1 0.2
C 1.9061 2.1992 -0.8008 0.0 -0.1 0.0
C 0.7663 2.7881 -0.2936 -0.2 -0.1 0.0
H 0.7907 3.8229 0.0162 0.0 0.1 0.1
H 2.8289 2.7490 -0.8945 0.1 0.1 0.0
N 2.9038 0.1502 -1.7057 0.9 0.1 -0.1
C 2.5668 -1.0583 -1.9968 -1.0 0.1 0.1
N 3.3766 -1.9504 -2.5797 0.2 -0.2 -0.3
C 3.0587 -3.3546 -2.6701 -0.1 -0.3 0.2
H 1.9777 -3.4879 -2.6086 0.1 0.0 -0.1
C 3.7669 -4.1332 -1.5595 0.1 0.0 -0.4
H 3.5425 -5.1959 -1.6601 0.0 -0.1 0.0
C 5.2783 -3.8998 -1.6286 0.0 0.1 0.4
C 5.9979 -4.6347 -0.5019 -0.1 0.1 -0.3
H 7.0715 -4.4748 -0.5669 0.1 0.0 0.0
H 5.8051 -5.7035 -0.5583 0.0 -0.1 0.1
H 5.6556 -4.2750 0.4660 0.0 0.0 0.1
C 5.5566 -2.3955 -1.5708 -0.1 -0.1 -0.4
H 6.6249 -2.2047 -1.6801 0.1 0.0 0.0
C 4.7932 -1.6650 -2.6761 0.4 0.3 0.2
H 4.9258 -0.5865 -2.5969 0.0 -0.1 -0.1
H 5.1395 -2.0041 -3.6582 0.0 0.0 0.0
H 5.2380 -2.0028 -0.6030 0.0 0.0 0.1
H 5.6447 -4.2844 -2.5879 0.0 0.0 0.0
H 3.3899 -3.7959 -0.5914 0.0 0.0 0.1
H 3.3987 -3.7138 -3.6480 -0.1 0.0 0.0
S 0.8581 -1.4760 -1.6476 0.4 0.2 0.0
H -1.4243 0.2000 -0.5305 -0.2 0.0 0.0
C -0.6672 2.7836 2.5712 0.3 -0.1 0.1
H -0.1514 3.6869 2.9211 0.1 -0.1 0.0
C -1.3431 2.0533 3.7648 0.2 0.0 0.0
H -0.7266 1.2144 4.0802 0.0 0.1 0.1
H -1.4520 2.7327 4.6153 0.0 -0.1 0.0
H 0.0626 2.1287 2.0951 -0.1 0.1 0.1
H -2.5791 4.6758 2.6620 0.0 0.0 0.0
H -3.5332 3.9719 1.3353 0.1 0.0 0.2
H -3.6366 3.2539 4.1420 -0.1 0.0 -0.1
H -4.1105 1.3949 1.1220 0.0 0.1 -0.1
H -5.8067 0.8321 -0.3805 0.0 0.0 0.0
H -4.2693 1.3607 -1.1287 0.0 -0.1 0.0
```
Forces are in eV/Å.